[1]
Here is C43H45Cl2MgN2OPSe4Te as an isolated structure from the Open Molecules 2025 dataset. Energies are from the ωB97M-V functional and the def2-TZVPD basis.

Cartesian coordinates (Å):
Mg1 -1.4731 -1.1344 -0.4801
Cl1 -6.3264 -1.1968 0.2810
C1 -5.1927 -0.2341 1.1793
C2 -5.6860 0.7298 2.0621
C3 -4.8459 1.5285 2.7815
Cl2 -5.5159 2.7333 3.8658
C4 -3.4444 1.3995 2.6493
C5 -2.4919 2.1618 3.3586
C6 -1.1628 1.9542 3.1326
C7 -0.7795 0.9988 2.1749
N1 -1.6337 0.2718 1.4999
C8 -2.9579 0.4371 1.7423
C9 -3.8287 -0.4292 0.9680
O1 -3.3238 -1.2658 0.1650
H1 -6.7568 0.8409 2.1680
H2 -2.8280 2.8977 4.0783
H3 -0.4006 2.5014 3.6704
H4 0.2712 0.8299 1.9816
C10 3.7869 0.5365 -1.1550
C11 2.4255 0.3924 -0.4766
C12 1.8460 1.7825 -0.2614
P1 1.1687 -0.7424 -1.2641
C13 2.2404 -2.2227 -1.6508
C14 2.5592 -2.4799 -3.1202
C15 1.7107 -3.4857 -0.9745
C16 0.6799 0.2328 -2.7323
C17 1.5794 0.6137 -3.7263
C18 1.2843 1.5169 -4.7335
C19 2.2890 1.8877 -5.7886
C20 0.0035 2.0734 -4.7143
C21 -0.9221 1.7338 -3.7581
C22 -0.6375 0.7927 -2.7325
N2 -1.5601 0.4302 -1.8138
C23 -2.7762 1.1516 -1.7396
C24 -2.8628 2.3663 -1.0445
C25 -1.6332 3.0756 -0.5631
C26 -4.1118 2.9187 -0.7772
C27 -5.2843 2.3116 -1.1983
C28 -6.6309 2.8706 -0.8328
C29 -5.1754 1.1547 -1.9547
C30 -3.9495 0.5712 -2.2408
C31 -3.9046 -0.6929 -3.0465
H5 4.4523 1.1207 -0.5098
H6 3.6976 1.0834 -2.0940
H7 4.2824 -0.4124 -1.3586
H8 2.5581 -0.0721 0.5094
H9 1.7206 2.2994 -1.2154
H10 2.5069 2.3757 0.3756
H11 0.8727 1.7440 0.2118
H12 3.1723 -1.9835 -1.1275
H13 1.6588 -2.4454 -3.7354
H14 2.9899 -3.4800 -3.2171
H15 3.2748 -1.7684 -3.5344
H16 0.8809 -3.9300 -1.5214
H17 1.3470 -3.3033 0.0389
H18 2.5215 -4.2156 -0.9086
H19 2.5739 0.1858 -3.7149
H20 3.2088 1.3149 -5.6624
H21 2.5564 2.9470 -5.7495
H22 1.9166 1.6875 -6.7958
H23 -0.2774 2.7919 -5.4787
H24 -1.9094 2.1761 -3.7814
H25 -1.2693 3.7816 -1.3149
H26 -0.8313 2.3683 -0.3804
H27 -1.8348 3.6302 0.3558
H28 -4.1637 3.8271 -0.1855
H29 -6.5303 3.7305 -0.1720
H30 -7.2341 2.1249 -0.3137
H31 -7.1902 3.1860 -1.7163
H32 -6.0753 0.6608 -2.3063
H33 -4.6201 -0.6371 -3.8689
H34 -4.1440 -1.5592 -2.4267
H35 -2.9096 -0.8731 -3.4522
Se1 -0.3164 -4.4495 2.7229
Se2 -0.7648 -5.7784 0.8451
Se3 -2.6339 -4.8008 -0.1679
Se4 -1.8556 -3.4309 -1.8950
Te1 1.2830 -1.8917 2.8081
C32 3.0238 -3.1025 2.7814
C33 4.0145 -2.9043 1.8280
C34 5.1533 -3.6987 1.8118
C35 5.3052 -4.7096 2.7464
C36 4.3096 -4.9249 3.6887
C37 3.1745 -4.1306 3.7039
C38 2.4723 -0.1643 3.5188
C39 2.0181 0.4581 4.6804
C40 2.6551 1.5739 5.2070
C41 3.7777 2.0925 4.5824
C42 4.2476 1.4895 3.4249
C43 3.5959 0.3822 2.9009
H36 3.8911 -2.1419 1.0695
H37 5.9116 -3.5342 1.0552
H38 6.1871 -5.3391 2.7299
H39 4.4082 -5.7265 4.4101
H40 2.3866 -4.3240 4.4188
H41 1.1439 0.0598 5.1840
H42 2.2757 2.0347 6.1117
H43 4.2827 2.9587 4.9926
H44 5.1209 1.8874 2.9220
H45 3.9815 -0.0540 1.9895

Output
* LUMO level: 3.85 eV
* frontier orbital gap: 5.239 eV
* charge: -2
* max |F|: 0.4 eV/Å
* ΔE to the lowest compared entry with this formula, charge and spin: 79.5 kJ/mol
* E_tot: -358813.9173 eV

---

[2]
Here is C43H45ClFIrN7O4 as an isolated structure from the Open Molecules 2025 dataset. Energies are from the ωB97M-V functional and the def2-TZVPD basis.

Cartesian coordinates (Å):
Ir1 11.6583 13.0016 10.6006
O1 9.1548 12.5563 9.9801
C1 8.6226 13.5327 9.4212
C2 9.2162 14.6156 8.7315
C3 8.2833 15.6147 8.3978
C4 8.7158 16.8528 8.0254
C5 10.0715 17.1249 7.7914
C6 11.0053 16.1220 7.9565
C7 10.6272 14.8682 8.5029
O2 11.5610 13.9775 8.7679
N1 7.7429 17.8723 7.8227
O3 6.5756 17.5656 7.9544
O4 8.1630 18.9927 7.6547
H1 7.5363 13.5403 9.4954
H2 7.2270 15.5448 8.6083
H3 10.3965 18.1446 7.5603
H4 12.0402 16.3470 7.8336
C8 7.6320 17.2647 12.0028
C9 7.8539 16.1775 13.0559
C10 8.2607 14.9199 12.3573
C11 8.9647 16.6172 13.9950
C12 8.6414 16.9466 15.2852
C13 9.5520 17.4174 16.1844
C14 10.9172 17.2902 15.9432
C15 11.3144 16.9611 14.6260
C16 12.8332 16.9270 14.3763
C17 13.5564 15.7721 15.0822
C18 13.4668 18.3143 14.8078
C19 10.3044 16.7765 13.6324
N2 10.6578 16.6369 12.2312
C20 11.2270 17.7281 11.7129
C21 10.9164 19.1040 12.0139
C22 11.5804 20.1737 11.3957
C23 12.5710 19.8810 10.4124
C24 12.8578 18.5615 10.0812
C25 12.2128 17.5040 10.7067
F1 12.5951 16.2915 10.4331
H5 6.7148 17.1410 11.4522
H6 8.3917 17.2460 11.2300
H7 7.5904 18.2823 12.4355
H8 7.0274 16.0401 13.7558
H9 9.1186 15.1402 11.7764
H10 7.5656 14.4947 11.6516
H11 8.5245 14.1609 13.0619
H12 7.6182 16.9961 15.5716
H13 9.2147 17.6939 17.2213
H14 11.6025 17.6272 16.7608
H15 13.0196 16.7469 13.2712
H16 13.4211 15.6669 16.1495
H17 14.6050 15.8643 14.8368
H18 13.1824 14.8905 14.5204
H19 13.4157 18.3949 15.8628
H20 12.7343 19.0573 14.4772
H21 14.5295 18.5645 14.6173
H22 10.1924 19.3387 12.7382
H23 11.3872 21.2091 11.5432
H24 13.1190 20.7057 9.9308
H25 13.6151 18.2587 9.4435
N3 10.8264 12.0570 12.0640
C26 10.2435 11.2093 12.7819
C27 9.6391 11.7352 14.0249
C28 10.1489 12.9160 14.5319
C29 9.5646 13.5814 15.5544
C30 8.3882 13.0696 16.0697
C31 7.8375 11.8415 15.5568
C32 8.5198 11.1180 14.6360
C33 10.1668 9.8322 12.3769
C34 9.8485 9.6349 10.9982
C35 9.8464 8.2728 10.6280
C36 10.0209 7.2203 11.5104
C37 10.3497 7.4534 12.8517
C38 10.2862 8.7816 13.2910
H26 11.0715 13.2747 14.1432
H27 10.0534 14.4728 16.0101
H28 7.7825 13.4856 16.8911
H29 6.9991 11.4154 16.1285
H30 8.1223 10.1508 14.3854
H31 9.6368 10.4813 10.4447
H32 9.6348 8.1351 9.5565
H33 10.1770 6.2603 11.1083
H34 10.3761 6.6054 13.5092
H35 10.4563 8.9510 14.3082
Cl1 13.7206 13.8024 11.4696
C39 15.1206 7.9934 9.7565
C40 15.0953 7.9344 8.2727
C41 14.1870 6.8442 7.7687
C42 14.7520 9.2897 7.7017
N4 13.6120 9.9042 8.3876
C43 13.5614 10.8983 9.2614
N5 12.3058 11.1170 9.4436
N6 11.5573 10.2329 8.7732
N7 12.3849 9.4693 8.1493
H36 15.5661 7.0386 10.0756
H37 14.1363 8.0235 10.2268
H38 15.6874 8.8516 10.2099
H39 16.0999 7.7613 7.9415
H40 13.1485 7.0700 7.9190
H41 14.3435 5.8921 8.1836
H42 14.2474 6.7079 6.7043
H43 14.5780 9.3475 6.6564
H44 15.6376 9.9231 7.8485
H45 14.4031 11.4696 9.6529

Output
* LUMO level (alpha / beta): -0.02 / -1.29 eV
* frontier orbital gap (alpha / beta): 7.117 / 6.992 eV
* spin multiplicity: 6
* max |F|: 5.3 eV/Å
* expectation value of S²: 8.8057
* ΔE to the lowest compared entry with this formula, charge and spin: 134.2 kJ/mol
* E_tot: -82012.0210 eV

---

[3]
Here is C43H45CrN3O4S as an isolated structure from the Open Molecules 2025 dataset. Energies are from the ωB97M-V functional and the def2-TZVPD basis.

Cartesian coordinates (Å):
Cr1 0.5895 0.4612 -0.4676
O1 0.8415 -0.1714 1.2925
C1 0.8917 -1.5156 1.5960
C2 2.0710 -2.1224 0.8029
C3 1.8904 -2.0481 -0.7076
C4 2.7845 -2.6891 -1.5611
C5 2.4629 -2.8123 -2.8937
C6 1.2220 -2.3859 -3.3368
C7 0.3732 -1.7393 -2.4505
C8 -1.0618 -1.4192 -2.7776
C9 -1.4928 0.1125 -2.6773
O2 -0.6215 0.8373 -1.9161
C10 -2.8910 0.1308 -2.0403
C11 -3.9178 -0.7036 -2.4816
C12 -5.1769 -0.6599 -1.8955
C13 -5.4272 0.2214 -0.8475
C14 -4.4033 1.0390 -0.3881
C15 -3.1427 0.9936 -0.9811
C16 -1.5097 0.6943 -4.1168
C17 -0.3045 0.6840 -4.8254
C18 -0.2277 1.1569 -6.1256
C19 -1.3626 1.6657 -6.7535
C20 -2.5575 1.7114 -6.0534
C21 -2.6293 1.2348 -4.7434
N1 0.7646 -1.4873 -1.1905
C22 1.1365 -1.6962 3.1070
C23 1.0030 -2.9286 3.7470
C24 1.2105 -3.0493 5.1164
C25 1.5533 -1.9358 5.8755
C26 1.6973 -0.7049 5.2462
C27 1.4939 -0.5912 3.8711
C28 -0.4614 -2.1836 1.2301
C29 -1.6094 -1.4006 1.2985
C30 -2.8386 -1.8988 0.8866
C31 -2.9439 -3.2015 0.4114
C32 -1.8099 -4.0015 0.3674
C33 -0.5792 -3.4934 0.7746
H1 2.9647 -1.5629 1.0858
H2 2.2379 -3.1701 1.0710
H3 3.7067 -3.1025 -1.1672
H4 3.1502 -3.2982 -3.5783
H5 0.8975 -2.5668 -4.3535
H6 -1.2850 -1.8003 -3.7723
H7 -1.6529 -1.9818 -2.0518
H8 -3.7339 -1.3966 -3.2996
H9 -5.9647 -1.3104 -2.2575
H10 -6.4125 0.2653 -0.3959
H11 -4.5833 1.7221 0.4370
H12 -2.3341 1.6184 -0.6205
H13 0.5883 0.3043 -4.3356
H14 0.7206 1.1377 -6.6537
H15 -1.3110 2.0225 -7.7764
H16 -3.4443 2.1240 -6.5223
H17 -3.5726 1.2901 -4.2132
H18 0.7145 -3.8039 3.1746
H19 1.0949 -4.0147 5.5959
H20 1.7047 -2.0281 6.9458
H21 1.9677 0.1717 5.8294
H22 1.5949 0.3611 3.3630
H23 -1.5133 -0.3722 1.6285
H24 -3.7185 -1.2637 0.9182
H25 -3.8970 -3.5794 0.0599
H26 -1.8792 -5.0222 0.0073
H27 0.2984 -4.1307 0.7036
C34 1.4921 2.8924 -2.9202
O3 2.1242 1.7786 -2.2949
C35 3.4792 2.0617 -2.0135
C36 4.0967 0.8539 -1.3748
O4 3.4222 0.4885 -0.1889
C37 3.9508 1.0160 0.9954
H28 1.8887 3.0388 -3.9282
H29 1.6559 3.8009 -2.3289
H30 0.4324 2.6725 -2.9601
H31 3.5242 2.9310 -1.3475
H32 4.0333 2.2858 -2.9325
H33 5.1621 1.0496 -1.1999
H34 4.0013 0.0017 -2.0500
H35 3.9990 2.1123 0.9631
H36 4.9509 0.6190 1.1930
H37 3.2763 0.7132 1.7968
C38 1.5980 3.5998 5.2653
C39 0.6558 2.9614 4.3007
C40 -0.4630 2.2747 4.6392
C41 -1.2562 1.7363 3.6011
N2 -0.9615 1.8829 2.3502
C42 0.1774 2.5425 2.0028
S1 0.6867 2.7772 0.4159
N3 0.9560 3.0464 3.0076
C43 -2.4726 0.9407 3.9144
H38 1.2380 3.4854 6.2846
H39 1.7026 4.6640 5.0497
H40 2.5849 3.1410 5.1897
H41 -0.7386 2.1490 5.6773
H42 1.7489 3.5935 2.6991
H43 -2.9921 1.3373 4.7880
H44 -2.1691 -0.0869 4.1372
H45 -3.1398 0.9224 3.0542

Output
* LUMO level (alpha / beta): 0.03 / 0.03 eV
* frontier orbital gap (alpha / beta): 6.114 / 8.018 eV
* spin multiplicity: 5
* max |F|: 1.7 eV/Å
* expectation value of S²: 6.0113
* E_tot: -97239.9876 eV

---

[4]
Here is C43H46MoN3S3 as an isolated structure from the Open Molecules 2025 dataset. Energies are from the ωB97M-V functional and the def2-TZVPD basis.

Cartesian coordinates (Å):
Mo1 -0.4210 1.1462 0.1116
C1 2.0030 -3.3025 0.0946
N1 2.6149 -2.3216 -0.8623
C2 4.0214 -1.9905 -0.6370
C3 4.3062 -1.6170 0.8411
N2 3.3685 -0.6979 1.4438
C4 2.6519 -1.0319 2.6697
C5 3.6529 0.6779 1.2485
C6 4.6833 1.2273 2.0885
C7 4.9627 2.5755 2.0625
C8 4.4977 3.3635 1.0399
C9 3.5681 2.8000 0.1282
C10 3.0728 1.5151 0.2918
S1 1.7345 1.0467 -0.8308
C11 2.1556 -2.2397 -2.1813
C12 2.9343 -2.7826 -3.2599
C13 2.4989 -2.7967 -4.5813
C14 1.2778 -2.2400 -4.8929
C15 0.5070 -1.6334 -3.8462
C16 0.8993 -1.5909 -2.5177
S2 -0.3271 -0.8652 -1.4765
H1 0.9402 -3.0271 0.2981
H2 2.4500 -3.2854 1.1060
H3 2.0310 -4.3550 -0.2816
H4 4.2586 -1.1323 -1.2545
H5 4.6847 -2.8007 -0.9317
H6 5.3355 -1.2166 0.7592
H7 4.3320 -2.5734 1.3927
H8 3.2152 -0.9488 3.5960
H9 2.2324 -2.0603 2.5535
H10 1.8390 -0.2992 2.7306
H11 5.1273 0.5607 2.8141
H12 5.5053 3.0530 2.8885
H13 4.8397 4.4006 0.9201
H14 3.1381 3.3542 -0.7171
H15 3.8469 -3.3324 -2.9624
H16 3.1180 -3.3074 -5.3267
H17 0.7987 -2.3371 -5.8738
H18 -0.4752 -1.2194 -4.1005
C17 -1.4406 -5.7255 1.7031
C18 -2.3172 -4.6126 1.1448
C19 -3.7533 -5.1380 1.3394
C20 -1.9732 -4.4476 -0.3846
C21 -2.1088 -3.3301 1.9576
C22 -2.2584 -3.3902 3.3400
C23 -2.1886 -2.2676 4.1482
C24 -1.9384 -1.0207 3.5793
S3 -1.5921 0.4715 4.4209
C25 -0.8496 1.0832 2.9800
N3 -0.9989 0.2767 1.9129
C26 -1.6184 -0.9494 2.2011
C27 -1.7632 -2.1019 1.4070
C28 -0.3350 2.4228 2.8431
C29 -0.1546 3.3064 3.9328
C30 0.3623 4.5865 3.6359
C31 0.7462 4.9426 2.3594
C32 0.5963 4.0106 1.3291
C33 0.0229 2.7599 1.4879
H19 -1.5500 -6.6628 1.1791
H20 -1.6368 -5.9373 2.7677
H21 -0.3791 -5.4554 1.6552
H22 -3.8906 -6.0600 0.8030
H23 -4.5702 -4.4634 1.0594
H24 -3.8839 -5.3446 2.4202
H25 -2.3854 -5.2995 -0.9362
H26 -0.9017 -4.3534 -0.5005
H27 -2.4102 -3.5201 -0.8403
H28 -2.4429 -4.3672 3.8032
H29 -2.2459 -2.3018 5.2186
H30 -1.5770 -2.0210 0.3457
H31 -0.3170 2.9829 4.9662
H32 0.4102 5.3447 4.4451
H33 1.1622 5.9407 2.1259
H34 0.9527 4.3409 0.3271
C34 -0.7810 2.5308 -3.3181
C35 -1.6323 3.0686 -2.1974
C36 -1.0230 4.3964 -1.7400
C37 -1.6667 2.0413 -1.0518
C38 -3.0973 3.3005 -2.6646
C39 -3.3507 3.8287 -3.9723
C40 -4.6312 4.3384 -4.2422
C41 -5.6592 4.2591 -3.3462
C42 -5.4324 3.6513 -2.1663
C43 -4.1803 3.2124 -1.7515
H35 0.2406 2.3577 -2.9310
H36 -0.7279 3.2445 -4.1386
H37 -1.1281 1.5619 -3.6906
H38 0.0206 4.2851 -1.3709
H39 -1.5772 4.9415 -0.9399
H40 -1.0767 5.1288 -2.5748
H41 -2.6428 1.6227 -0.9354
H42 -2.5706 3.9583 -4.7203
H43 -4.8186 4.9218 -5.1702
H44 -6.6407 4.5942 -3.6010
H45 -6.2708 3.4465 -1.4924
H46 -4.0054 2.8944 -0.7071

Output
* LUMO level (alpha / beta): 2.47 / 2.49 eV
* frontier orbital gap (alpha / beta): 4.955 / 6.852 eV
* spin multiplicity: 3
* charge: -1
* max |F|: 2.9 eV/Å
* expectation value of S²: 2.1396
* E_tot: -84167.9484 eV